P) Molecular formula: C3H11NOS
Method: DFT, ωB97M-V with the def2-TZVPD basis set

As for the structure (SMILES): NCCCS.O. The calculation puts the lowest unoccupied orbital energy at 0.638 eV. For the HOMO energy, the calculation gives -8.72 eV. As for the frontier orbital gap: 9.36 eV.

The geometry in XYZ format:
```
17
Properties=species:S:1:pos:R:3:mulliken_charge:R:1
N 2.7074 -1.6236 1.5651 -0.629
C 1.6712 -0.6633 1.4723 -0.563
C 0.8942 -0.8988 0.1768 -0.696
C -0.1966 0.2108 -0.0178 -0.497
S -0.8018 -0.1784 -1.6613 -0.212
H 3.1391 -1.4717 2.4833 0.250
H 3.3702 -1.2542 0.8744 0.252
H 2.0986 0.3578 1.4898 0.291
H 1.0456 -0.7819 2.3778 0.366
H 1.6422 -0.7531 -0.6262 0.317
H 0.4931 -1.9261 0.0807 0.355
H -1.0811 0.1894 0.6475 0.359
H 0.1963 1.2457 -0.0222 0.326
H -1.9318 0.5526 -1.5556 0.075
O -4.1628 2.3530 -2.1174 -0.631
H -4.6095 3.0964 -2.5822 0.315
H -4.4743 1.5452 -2.5849 0.322
```


Q) Molecular formula: C3H11NOS
Method: DFT, ωB97M-V with the def2-TZVPD basis set

As for the structure (SMILES): NCCCS.O. The calculation puts the lowest unoccupied orbital energy at 0.884 eV. For the HOMO energy, the calculation gives -8.95 eV. As for the frontier orbital gap: 9.83 eV.

The geometry in XYZ format:
```
17
Properties=species:S:1:pos:R:3:mulliken_charge:R:1
N -0.9912 0.8035 -0.5891 -0.497
C -0.9206 -0.1723 0.5465 -0.557
C 0.3332 -1.0441 0.3015 -0.592
C 1.5253 -0.5472 1.1121 -0.695
S 1.3856 -0.7278 2.9267 -0.244
H -1.1187 1.7622 -0.2527 0.265
H -1.9175 0.7794 -1.0144 0.195
H -1.0665 0.3626 1.4761 0.401
H -1.7011 -0.8944 0.3063 0.274
H 0.1681 -2.1203 0.2899 0.428
H 0.6125 -0.8459 -0.7315 0.265
H 1.4655 0.5400 1.0562 0.274
H 2.4857 -0.7944 0.6716 0.405
H 0.8707 -1.9659 3.0279 0.107
O -0.7571 1.5673 -3.1458 -0.658
H -0.3884 2.2708 -2.6094 0.317
H 0.0143 1.0265 -3.3721 0.311
```


R) Molecular formula: C3H11NOS
Method: DFT, ωB97M-V with the def2-TZVPD basis set

As for the structure (SMILES): CCS.NCO. The calculation puts the lowest unoccupied orbital energy at 0.694 eV. For the HOMO energy, the calculation gives -8.91 eV. As for the frontier orbital gap: 9.60 eV.

The geometry in XYZ format:
```
17
Properties=species:S:1:pos:R:3:mulliken_charge:R:1
C 2.3521 -0.4274 0.2303 -0.954
C 1.0619 -1.1127 0.4684 -0.281
S 1.1961 -2.9532 0.3636 -0.214
H 3.1205 -0.6209 1.0085 0.279
H 2.4158 0.6670 0.1026 0.303
H 2.7343 -0.8330 -0.6107 0.318
H 0.6427 -0.9770 1.5350 0.246
H 0.0821 -0.8056 -0.1228 0.197
H 1.6238 -3.1657 -0.8959 0.100
N -1.1531 1.7314 -1.1020 -0.412
C -2.0816 2.0447 -0.0620 -0.271
O -2.6069 3.3380 -0.1470 -0.553
H -1.3788 1.2871 -1.9717 0.214
H -0.5258 2.6161 -1.2154 0.196
H -3.0036 1.4440 -0.1625 0.263
H -1.6458 1.7918 0.9372 0.233
H -2.2707 3.9963 0.6479 0.336
```


S) Molecular formula: C3H11NOS
Method: DFT, ωB97M-V with the def2-TZVPD basis set

As for the structure (SMILES): CNCCS.O. The calculation puts the lowest unoccupied orbital energy at 0.979 eV. For the HOMO energy, the calculation gives -8.85 eV. As for the frontier orbital gap: 9.83 eV.

The geometry in XYZ format:
```
17
Properties=species:S:1:pos:R:3:mulliken_charge:R:1
C 1.7300 1.0873 -0.9133 -0.904
N 0.7154 0.8096 0.1473 -0.389
C -0.5299 0.2706 -0.4318 -0.807
C -1.5878 0.1461 0.6342 -0.607
S -2.7047 -1.3144 0.3537 -0.254
H 2.7057 0.7045 -0.6245 0.272
H 1.4397 0.6530 -1.8620 0.306
H 1.8044 2.1625 -1.0832 0.331
H 0.5234 1.7240 0.5422 0.244
H -0.2238 -0.6346 -0.9359 0.456
H -0.9218 0.9718 -1.1783 0.480
H -2.2694 0.9820 0.6188 0.430
H -1.1917 0.0060 1.6405 0.343
H -2.1178 -1.7913 -0.7459 0.116
O 0.8753 -1.9675 0.9199 -0.612
H 0.6617 -2.6658 1.5391 0.289
H 1.0914 -1.1435 1.3792 0.305
```


Stability summary - winner: P); margin: 0.065 eV.


P) Molecular formula: C3H11NOS
Method: DFT, ωB97M-V with the def2-TZVPD basis set

As for the structure (SMILES): CCS.NCO. The calculation puts the lowest unoccupied orbital energy at 0.784 eV. For the HOMO energy, the calculation gives -8.96 eV. As for the frontier orbital gap: 9.75 eV.

The geometry in XYZ format:
```
17
Properties=species:S:1:pos:R:3:mulliken_charge:R:1
C -1.7630 1.1856 0.5761 -0.888
C -1.7194 -0.0618 1.4557 -0.412
S -2.2923 -1.5385 0.5184 -0.200
H -1.1226 1.0037 -0.2896 0.167
H -2.7569 1.2993 0.1448 0.362
H -1.4761 2.0831 1.1170 0.292
H -2.3763 0.0206 2.3170 0.345
H -0.7119 -0.2902 1.7944 0.250
H -1.3981 -1.5063 -0.4267 0.080
N 1.2717 -0.2889 -1.6051 -0.502
C 1.8465 -0.3561 -0.3164 -0.022
O 3.2592 -0.1134 -0.1721 -0.517
H 1.6867 -0.8835 -2.3151 0.224
H 0.9964 0.5663 -2.0619 0.189
H 1.6427 -1.3813 -0.0012 0.220
H 1.3321 0.3588 0.3241 0.154
H 3.5814 -0.0973 -1.0594 0.259
```


Q) Molecular formula: C3H11NOS
Method: DFT, ωB97M-V with the def2-TZVPD basis set

The calculation puts the lowest unoccupied orbital energy at -1.140 eV. For the HOMO energy, the calculation gives -9.07 eV. As for the frontier orbital gap: 7.93 eV.

The geometry in XYZ format:
```
17
Properties=species:S:1:pos:R:3:mulliken_charge:R:1
C 0.2750 2.8819 1.2842 -0.666
S -0.8839 1.5812 0.6214 -0.238
H 1.3174 2.5511 1.2550 0.250
H 0.1947 3.7913 0.6450 0.258
H -0.0085 3.1450 2.3089 0.286
C -0.0357 -1.5250 0.2097 -0.659
O -0.5161 -2.9857 0.3665 -0.546
C -0.4343 -1.2623 -1.2227 -0.233
N 0.4145 -0.1019 -1.7072 -0.579
H 1.0642 -1.5302 0.2262 0.336
H -0.4911 -1.0315 1.0871 0.377
H -0.1709 -3.2606 1.2385 0.294
H -0.1718 -2.1577 -1.8021 0.418
H -1.5294 -1.1138 -1.2490 0.180
H 0.2005 -0.0021 -2.7259 0.233
H 0.7039 0.2950 0.6404 0.092
H 0.0715 0.7255 -1.1760 0.199
```


Stability summary - winner: P); margin: 3.560 eV.


P) Molecular formula: C9H12Br2O3S
Method: DFT, ωB97M-V with the def2-TZVPD basis set

As for the structure (SMILES): COCCOCCOc1cc(Br)sc1Br. The calculation puts the lowest unoccupied orbital energy at 0.199 eV. For the HOMO energy, the calculation gives -8.38 eV. As for the frontier orbital gap: 8.58 eV.

The geometry in XYZ format:
```
27
Properties=species:S:1:pos:R:3:mulliken_charge:R:1
C -0.1594 -1.1404 -3.6235 -0.768
O 0.0356 -0.9154 -2.2168 -0.167
C 1.2969 -0.2419 -1.9106 -0.821
C 1.8439 -0.3825 -0.4769 -0.333
O 1.1763 0.6147 0.3279 -0.328
C 1.3062 0.4236 1.7441 -0.473
C -0.0385 0.8400 2.3460 -0.551
O -1.0515 -0.0043 1.6445 -0.474
C -0.9783 -1.3683 1.7605 0.751
C -1.5859 -2.1062 0.6212 -0.417
C -1.3197 -3.4343 0.7050 0.161
Br -1.4308 -4.4516 -0.9638 -0.141
S -0.3744 -3.8929 2.1526 -0.165
C -0.3646 -2.1828 2.7563 -0.146
Br 0.2440 -1.7282 4.5500 -0.130
H -0.0601 -0.1833 -4.2472 0.253
H 0.6450 -1.8273 -3.8963 0.328
H -1.0868 -1.5268 -3.7720 0.263
H 1.2345 0.7691 -2.2477 0.395
H 2.0832 -0.6373 -2.5441 0.413
H 1.6989 -1.3415 -0.0508 0.325
H 2.9469 -0.2062 -0.4967 0.335
H 1.5208 -0.6644 1.9492 0.318
H 2.0955 0.9609 2.1805 0.497
H 0.0526 0.6486 3.4249 0.173
H -0.2913 1.8818 2.2144 0.395
H -2.0881 -1.4697 -0.1940 0.309
```


Q) Molecular formula: C9H12Br2O3S
Method: DFT, ωB97M-V with the def2-TZVPD basis set

As for the structure (SMILES): COCCOCCOc1cc(Br)sc1Br. The calculation puts the lowest unoccupied orbital energy at 0.505 eV. For the HOMO energy, the calculation gives -8.34 eV. As for the frontier orbital gap: 8.84 eV.

The geometry in XYZ format:
```
27
Properties=species:S:1:pos:R:3:mulliken_charge:R:1
C 2.1360 3.3624 3.1217 -0.720
O 1.4128 2.5012 2.1785 -0.270
C 1.3047 3.0287 0.8199 -0.445
C 0.1323 2.3642 0.1209 -0.603
O 0.4622 1.1319 -0.5090 -0.391
C 0.3847 -0.0496 0.3633 -0.535
C 0.0971 -1.2925 -0.4494 -0.568
O -1.3022 -1.3777 -0.8061 -0.258
C -1.7219 -2.5131 -1.5025 0.396
C -0.9283 -3.6386 -2.0089 -0.489
C -1.7057 -4.5892 -2.6108 0.081
Br -0.9152 -6.2140 -3.2850 -0.149
S -3.4086 -4.2092 -2.6383 -0.165
C -3.0510 -2.6942 -1.8682 0.056
Br -4.4127 -1.4939 -1.2814 -0.135
H 1.6236 4.3224 3.3017 0.281
H 3.1341 3.5721 2.7043 0.302
H 2.2958 2.8114 4.0773 0.226
H 2.1740 2.9511 0.2355 0.364
H 1.0761 4.1236 0.9594 0.391
H -0.7243 2.2462 0.8343 0.322
H -0.1718 3.0135 -0.6936 0.351
H 1.2960 -0.1658 0.9726 0.388
H -0.3965 -0.0093 1.1248 0.285
H 0.4275 -2.1756 0.0967 0.437
H 0.6680 -1.3091 -1.3791 0.375
H 0.1132 -3.6971 -1.8785 0.472
```


Stability summary - winner: Q); margin: 0.956 eV.